Model w:
C3H2N2O3 | wB97M-V/def2-TZVPD

Last column: Löwdin charge in e.
Positions of all 10 atoms, in Å:
1 O 1.977 1.133 -0.264  0.079
2 C 1.404 0.058 0.017  -0.401
3 O 2.160 -1.045 0.322  0.082
4 C -0.116 0.042 0.026  -0.198
5 N -0.811 1.244 0.069  0.188
6 C -2.147 0.532 0.260  -0.109
7 N -2.161 -0.758 -0.089  0.041
8 O -0.890 -1.063 -0.313  -0.004
9 H 3.042 -0.590 -0.034  0.191
10 H -3.065 1.196 0.402  0.131

SMILES: O=C(O)c1ncno1
E_HOMO: -11.067 eV

Model x:
C3H2N2O3 | wB97M-V/def2-TZVPD

Last column: Löwdin charge in e.
Positions of all 10 atoms, in Å:
1 O -0.067 1.006 2.469  0.214
2 C 0.180 0.193 1.695  -0.520
3 O 0.716 -0.901 2.047  0.185
4 C -0.246 0.098 0.167  -0.276
5 N 0.276 -0.691 -0.744  0.149
6 C -0.188 -0.029 -1.963  -0.144
7 N -0.832 1.057 -1.740  0.112
8 O -0.936 1.061 -0.341  0.039
9 H 1.179 -1.433 1.421  0.113
10 H -0.083 -0.362 -3.011  0.128

SMILES: O=C(O)c1ncno1
E_HOMO: -11.642 eV

The least stable of them is model w.

Model w:
C7H13N3 | wB97M-V/def2-TZVPD

Last column: Löwdin charge in e.
Positions of all 23 atoms, in Å:
1 C 1.991 1.193 0.636  -0.232
2 C 1.028 1.188 -0.605  -0.187
3 C -0.260 0.485 -0.043  -0.442
4 C -0.019 -1.021 0.004  -0.185
5 C -1.540 -1.512 0.555  -0.172
6 C -2.395 -0.364 0.024  -0.265
7 C -1.515 0.564 -0.879  -0.184
8 H 1.196 1.330 1.699  0.175
9 H 2.999 2.092 0.920  0.172
10 H 0.533 2.256 -0.684  0.124
11 H 1.368 1.002 -1.756  0.161
12 H -0.529 0.871 0.953  0.120
13 H 0.245 -1.350 -1.049  0.117
14 H 0.669 -1.503 0.742  0.093
15 H -1.897 -2.610 0.248  0.118
16 H -1.375 -1.417 1.938  0.184
17 H -2.727 0.408 0.902  0.141
18 H -3.376 -0.706 -0.436  0.110
19 H -1.438 0.020 -1.792  0.100
20 H -1.854 1.606 -1.017  0.122
21 N 3.216 -1.672 -0.875  0.195
22 N 2.989 -0.759 -0.232  -0.245
23 N 2.689 -0.099 0.747  -0.020

E_HOMO: -9.056 eV

Model x:
C7H13N3 | wB97M-V/def2-TZVPD

Last column: Löwdin charge in e.
Positions of all 23 atoms, in Å:
1 C 1.187 -0.854 -2.299  -0.260
2 C 1.015 1.517 -1.546  -0.125
3 C 1.178 0.580 -2.728  -0.180
4 C -1.855 -1.124 1.095  -0.061
5 C 0.823 -0.821 1.483  -0.016
6 C -0.958 0.878 2.006  -0.104
7 C -0.596 -0.215 1.077  -0.582
8 N 0.420 -1.297 -1.422  0.168
9 N 0.293 1.298 -0.483  -0.006
10 N -0.460 0.286 -0.310  0.046
11 H 1.802 -1.435 -3.013  0.117
12 H 1.265 2.617 -1.671  0.119
13 H 2.096 0.855 -3.373  0.134
14 H 0.349 0.704 -3.355  0.091
15 H -2.791 -0.588 0.802  0.085
16 H -1.764 -1.745 0.283  0.021
17 H -2.199 -1.730 1.995  0.109
18 H 0.952 -1.028 2.473  0.036
19 H 1.483 0.028 1.284  0.070
20 H 1.001 -1.548 0.641  0.065
21 H -2.085 1.144 2.105  0.106
22 H -0.672 0.627 3.076  0.102
23 H -0.485 1.851 1.880  0.064

E_HOMO (spin up / spin down): -8.551 / -8.157 eV

The least stable of them is model w.

Model w:
C10H18N2O5 | wB97M-V/def2-TZVPD

Last column: Löwdin charge in e.
Positions of all 35 atoms, in Å:
1 C -4.113 -0.923 1.585  -0.124
2 C -3.897 -0.580 0.003  -0.226
3 C -3.247 0.670 -0.547  -0.326
4 C -2.945 0.384 -2.003  -0.093
5 C -1.978 1.081 0.376  -0.213
6 N -1.628 2.518 0.016  0.052
7 C -0.848 0.182 0.241  -0.521
8 O -0.928 -1.070 0.429  -0.010
9 N 0.253 0.593 0.032  0.108
10 C 1.366 -0.357 -0.204  -0.136
11 C 2.401 0.764 -0.472  -0.052
12 C 3.463 -0.084 -1.247  -0.409
13 O 3.189 -1.152 -1.857  0.043
14 O 4.761 0.390 -1.256  0.104
15 C 1.806 -0.809 1.289  -0.347
16 O 2.825 -0.350 1.792  0.074
17 O 0.795 -1.448 2.029  0.057
18 H -4.813 -0.308 2.179  0.041
19 H -4.736 -1.877 1.535  0.077
20 H -3.251 -0.935 2.362  0.089
21 H -3.100 -1.422 -0.088  0.118
22 H -4.933 -0.835 -0.442  0.131
23 H -3.795 1.746 -0.311  0.179
24 H -2.407 1.066 -2.626  0.047
25 H -3.702 0.120 -2.779  0.094
26 H -2.118 -0.419 -2.113  0.115
27 H -2.251 1.162 1.384  0.134
28 H -2.195 3.002 0.695  0.073
29 H -1.818 2.750 -0.945  0.068
30 H 0.345 1.569 -0.216  0.126
31 H 1.152 -0.961 -1.108  0.167
32 H 2.716 1.077 0.662  0.175
33 H 1.869 1.613 -1.179  0.182
34 H 5.222 -0.249 -1.777  0.097
35 H 0.241 -1.804 1.225  0.106

SMILES: CC[C@H](C)[C@H](N)C(=O)N[C@@H](CC(=O)O)C(=O)O
E_HOMO: -9.913 eV

Model x:
C10H18N2O5 | wB97M-V/def2-TZVPD

Last column: Löwdin charge in e.
Positions of all 35 atoms, in Å:
1 C -2.273 -0.503 0.899  -0.277
2 C -1.120 -0.525 -0.220  -0.460
3 C -3.585 -1.285 0.499  -0.084
4 C -4.530 -0.611 -0.491  -0.536
5 C 1.435 -0.600 -0.594  -0.162
6 C 2.098 -1.897 0.041  -0.357
7 C 2.399 0.461 -0.158  -0.427
8 C 3.862 0.263 -0.484  -0.055
9 C 2.048 1.983 -0.356  -0.157
10 C 0.407 2.049 0.095  -0.134
11 H -1.669 1.052 1.789  0.112
12 H -2.376 1.619 0.096  0.177
13 H -2.181 -1.061 1.814  0.116
14 H -3.247 -2.350 0.138  0.163
15 H -4.273 -1.342 1.483  0.167
16 H -3.031 -0.556 -1.478  0.028
17 H 0.438 -0.233 1.304  0.246
18 H 1.142 -0.569 -1.710  0.204
19 H 2.372 0.703 0.986  0.157
20 H 4.391 1.108 -0.129  0.075
21 H 4.048 -0.691 0.158  0.107
22 H 3.981 -0.090 -1.448  0.060
23 H 2.443 2.781 0.724  0.192
24 H 2.388 2.561 -1.496  0.172
25 H -0.190 1.358 -0.388  -0.018
26 H 0.093 3.134 -0.082  0.093
27 H 0.233 1.883 1.141  0.038
28 H 3.581 -3.248 -0.607  0.209
29 N -2.611 1.016 1.120  0.029
30 N 0.169 -0.457 0.164  0.019
31 O -1.462 -0.422 -1.374  0.069
32 O -5.773 -0.620 -0.249  0.030
33 O -3.948 -0.263 -1.601  0.130
34 O 1.731 -2.249 1.251  0.024
35 O 3.012 -2.398 -0.839  0.053

E_HOMO: -9.497 eV

The least stable of them is model x.

Model w:
C5H14NP | wB97M-V/def2-TZVPD

Last column: Löwdin charge in e.
Positions of all 21 atoms, in Å:
1 C 1.030 0.675 -1.684  -0.244
2 N 1.188 -0.759 -1.912  -0.425
3 P 2.255 -1.656 -1.238  0.680
4 H 0.301 1.100 -2.491  0.095
5 H 0.764 0.824 -0.677  0.001
6 H 1.917 1.252 -1.966  0.050
7 H 2.552 -1.531 0.239  -0.021
8 H 3.580 -1.441 -1.612  -0.063
9 H 1.892 -2.905 -1.629  -0.040
10 C -0.534 -1.005 1.147  0.006
11 C -1.087 0.213 1.113  -0.386
12 C -2.583 0.349 0.652  -0.047
13 C -0.550 1.564 1.509  -0.067
14 H 0.460 -1.347 1.391  0.026
15 H -0.998 -1.887 0.752  0.053
16 H -2.795 1.250 0.101  0.072
17 H -2.692 -0.518 0.159  0.014
18 H -3.171 0.202 1.588  0.097
19 H 0.437 1.413 1.643  0.035
20 H -1.107 1.994 2.276  0.060
21 H -0.861 2.213 0.639  0.102

SMILES: CN=[PH3].C=C(C)C
E_HOMO: -8.366 eV

Model x:
C5H14NP | wB97M-V/def2-TZVPD

Last column: Löwdin charge in e.
Positions of all 21 atoms, in Å:
1 C -1.195 -1.093 -1.212  -0.102
2 C 0.007 0.959 -2.080  -0.182
3 C -0.409 1.280 1.593  -0.233
4 C 1.277 -1.644 1.562  -0.316
5 C -0.894 0.400 -1.073  -0.237
6 N 0.379 0.915 0.490  -0.395
7 P 1.607 -0.168 0.310  0.782
8 H -0.280 -1.739 -1.470  0.097
9 H -1.708 -1.349 -0.300  0.063
10 H -1.825 -1.147 -2.129  0.090
11 H 0.324 1.963 -1.870  0.071
12 H -0.398 0.973 -3.064  0.069
13 H 0.971 0.485 -2.275  0.047
14 H -1.329 1.739 1.217  0.069
15 H -0.841 0.625 2.310  0.053
16 H 0.172 2.021 2.122  0.074
17 H 0.964 -1.056 2.488  0.024
18 H 2.088 -2.343 1.720  0.006
19 H 0.398 -2.194 1.275  -0.015
20 H -1.789 0.919 -0.902  0.092
21 H 2.481 0.453 1.288  -0.057

E_HOMO: -8.319 eV

Model y:
C5H14NP | wB97M-V/def2-TZVPD

Last column: Löwdin charge in e.
Positions of all 21 atoms, in Å:
1 C 1.269 2.487 1.070  -0.347
2 P 0.538 2.074 -0.403  0.842
3 C 0.723 0.244 -0.492  -0.475
4 C 2.054 -0.316 0.184  -0.312
5 C 2.251 -1.813 -0.015  -0.125
6 H 1.755 1.687 1.608  -0.036
7 H 1.420 3.583 1.191  -0.010
8 H 0.765 -0.051 -1.568  0.074
9 H -0.226 -0.121 -0.138  0.011
10 H 2.980 0.145 -0.250  0.116
11 H 1.969 -0.002 1.202  0.053
12 H 1.289 -2.250 0.155  0.057
13 H 2.753 -2.126 -0.921  0.068
14 H 2.913 -2.248 0.763  0.078
15 C -3.037 -0.622 -0.675  -0.239
16 N -3.823 0.466 -0.056  -0.096
17 H -2.089 -1.053 -0.142  0.062
18 H -3.655 -1.565 -0.711  0.072
19 H -2.703 -0.215 -1.659  0.073
20 H -3.154 1.381 -0.055  0.112
21 H -3.990 0.314 0.911  0.022

SMILES: C=PCCC.CN
E_HOMO: -9.332 eV

The least stable of them is model w.